{"formula": "C49H126N10O12", "method": "ωB97M-V/def2-TZVPD", "total_charge": 1, "molar_mass_g_mol": 1047.61, "spin_multiplicity": 2, "total_energy_ev": -92303.1604, "s_squared": 0.75, "lumo_ev": [-2.7, -6.7], "orbital_gap_ev": [6.59, 2.59], "elements": ["C", "C", "C", "O", "C", "N", "H", "H", "H", "H", "H", "H", "H", "H", "H", "H", "H", "C", "C", "C", "O", "C", "N", "H", "H", "H", "H", "H", "H", "H", "H", "H", "H", "H", "C", "C", "C", "O", "C", "N", "H", "H", "H", "H", "H", "H", "H", "H", "H", "H", "H", "C", "C", "C", "O", "C", "N", "H", "H", "H", "H", "H", "H", "H", "H", "H", "H", "H", "C", "C", "C", "O", "C", "N", "H", "H", "H", "H", "H", "H", "H", "H", "H", "H", "H", "C", "C", "C", "O", "C", "N", "H", "H", "H", "H", "H", "H", "H", "H", "H", "H", "H", "C", "C", "C", "O", "C", "N", "H", "H", "H", "H", "H", "H", "H", "H", "H", "H", "H", "C", "O", "C", "C", "N", "C", "C", "O", "C", "H", "H", "H", "H", "H", "H", "H", "H", "H", "H", "H", "H", "H", "H", "H", "C", "O", "C", "C", "N", "C", "C", "O", "C", "H", "H", "H", "H", "H", "H", "H", "H", "H", "H", "H", "H", "H", "H", "H", "C", "C", "C", "C", "C", "C", "N", "O", "C", "C", "C", "H", "H", "H", "H", "H", "H", "H", "H", "H", "H", "H", "H", "H", "H", "H", "H", "H", "H", "H"], "coordinates": [[-2.805587, 3.493120, -1.301509], [-1.729867, 2.507870, -0.831549], [-0.776217, 2.950140, 0.361551], [-1.524837, 3.301010, 1.508541], [-0.974277, 2.860670, 2.718051], [-2.475657, 1.309290, -0.461059], [-2.309367, 4.256030, -1.901369], [-3.382287, 3.940420, -0.491909], [-3.471277, 3.147160, -2.092249], [-1.137297, 2.317590, -1.726389], [-0.344797, 3.943140, 0.235311], [0.088643, 2.291780, 0.443201], [-1.552787, 3.513040, 3.372141], [0.088033, 3.098030, 2.775201], [-1.343707, 1.844730, 2.857641], [-3.295507, 1.115680, -1.018249], [-2.943087, 1.666850, 0.359771], [1.787693, 4.155780, -11.646729], [2.026403, 2.663050, -11.150909], [0.580403, 2.090720, -10.802899], [0.700163, 1.236390, -9.658009], [0.926983, 1.889620, -8.389379], [2.500643, 1.961060, -12.279949], [1.375953, 4.668350, -10.777339], [1.096453, 4.291360, -12.478539], [2.784003, 4.555010, -11.836689], [2.786343, 2.863870, -10.395749], [0.256193, 1.398280, -11.579759], [-0.234027, 2.810660, -10.722359], [0.483433, 2.884920, -8.362089], [2.016683, 1.898940, -8.413129], [0.521713, 1.129320, -7.721689], [1.777973, 1.885120, -12.981439], [3.085643, 2.705890, -12.630799], [-1.734617, 0.624860, 9.570451], [-0.265627, 0.859410, 9.279961], [0.610433, -0.066920, 10.362031], [0.612463, 0.589970, 11.638031], [1.440653, -0.150010, 12.544621], [-0.092727, 0.413410, 7.937191], [-2.392397, 1.333290, 9.066911], [-1.927487, 0.746210, 10.636361], [-1.994027, -0.338570, 9.131581], [-0.236717, 1.947410, 9.339311], [1.567893, -0.358130, 9.930101], [0.319193, -1.097530, 10.564831], [2.460633, 0.079180, 12.236071], [1.351173, -1.233800, 12.618731], [1.295463, 0.039120, 13.608221], [-0.341477, 1.091550, 7.231261], [0.914883, 0.437870, 7.872171], [-3.825887, -3.643520, 0.016901], [-3.310917, -4.514170, -1.110929], [-3.826967, -4.103900, -2.537409], [-5.258447, -4.083950, -2.419029], [-5.925077, -4.168610, -3.678169], [-1.876357, -4.666430, -1.079459], [-3.417427, -2.645740, -0.143409], [-3.487887, -4.020270, 0.982261], [-4.849387, -3.430680, 0.325541], [-3.631397, -5.528640, -0.873809], [-3.474887, -4.700240, -3.379149], [-3.394317, -3.120150, -2.719459], [-6.067247, -5.248750, -3.712829], [-5.400467, -3.882650, -4.589819], [-6.904617, -3.695580, -3.608549], [-1.493187, -5.255770, -0.354229], [-1.368297, -3.796920, -1.002609], [-0.322867, 5.906070, 6.426031], [-1.532137, 5.147810, 6.790301], [-1.211307, 3.674200, 7.207211], [-0.788407, 2.881810, 6.078061], [0.560013, 2.675840, 5.816311], [-2.098297, 5.850430, 7.916011], [0.411873, 5.719970, 7.209371], [-0.559247, 6.958100, 6.585551], [0.048773, 5.682180, 5.426101], [-2.274157, 5.218570, 5.994991], [-2.192577, 3.314670, 7.516971], [-0.565237, 3.639830, 8.084431], [1.136483, 2.216520, 6.619301], [1.149933, 3.585120, 5.700991], [0.543623, 2.116280, 4.881041], [-1.600307, 6.725500, 7.836361], [-3.080287, 5.940750, 7.697741], [1.512153, -1.986070, -8.291189], [2.786113, -1.731110, -9.130039], [3.545803, -3.038230, -9.349089], [4.937603, -2.901790, -9.675399], [5.745703, -2.536950, -8.612229], [2.213783, -1.039210, -10.316489], [1.771753, -2.479610, -7.354649], [0.678143, -2.503910, -8.764879], [1.101593, -1.028230, -7.971679], [3.334293, -1.014850, -8.518019], [3.068583, -3.565540, -10.175109], [3.394493, -3.664520, -8.469909], [6.780883, -2.494490, -8.950929], [5.641053, -3.333610, -7.875699], [5.275253, -1.618000, -8.262509], [1.510953, -1.690820, -10.635129], [1.703913, -0.185490, -10.139569], [3.468023, -3.536820, -0.346529], [2.587123, -4.519560, 0.398261], [2.464153, -4.229280, 1.957651], [1.779493, -5.366800, 2.558091], [2.625343, -6.131950, 3.435061], [1.264393, -4.539310, -0.251189], [3.480833, -3.630620, -1.432409], [4.495273, -3.547140, 0.017831], [3.111643, -2.521300, -0.173839], [3.096653, -5.472940, 0.258441], [1.854823, -3.360360, 2.206231], [3.394793, -3.956590, 2.455291], [2.824503, -5.571570, 4.348521], [3.611643, -6.296090, 3.001031], [2.320753, -7.124320, 3.767501], [0.857163, -5.422440, 0.021441], [0.758483, -3.823180, 0.250131], [1.400513, -0.542410, -4.777669], [1.635773, -0.144240, -3.447519], [0.530913, -0.194050, -2.483459], [0.483853, -1.639850, -1.786139], [-0.276467, -1.719740, -0.546779], [0.322353, -1.099480, 0.615321], [-0.400587, -1.478170, 1.887151], [-0.188137, -0.700170, 3.095641], [-1.229667, -0.649720, 4.018461], [1.158653, -1.601020, -4.872299], [2.286993, -0.563400, -5.411549], [0.583103, 0.021900, -5.226559], [-0.399197, 0.102910, -2.968019], [0.605253, 0.404820, -1.575759], [1.506473, -2.016400, -1.762469], [-0.006527, -2.278510, -2.520799], [-1.124607, -1.233540, -0.800469], [0.261273, -0.013820, 0.539751], [1.381133, -1.342150, 0.705791], [-0.311197, -2.540170, 2.115801], [-1.440227, -1.412040, 1.566401], [-2.207617, -0.393130, 3.611191], [-1.225657, 0.079860, 4.828271], [-1.361847, -1.625210, 4.486481], [-7.833737, 4.124010, -0.907879], [-7.288897, 2.885620, -1.207579], [-7.999087, 1.734610, -1.118759], [-7.062237, 0.469880, -1.059769], [-6.375307, 0.319230, -2.341979], [-5.145747, -0.453760, -2.282279], [-4.282067, -0.310490, -3.541209], [-3.801387, 1.016550, -3.610579], [-2.854197, 1.283010, -4.708779], [-8.758187, 4.176510, -1.482969], [-7.022257, 4.799940, -1.177539], [-7.908697, 4.010320, 0.173581], [-8.772867, 1.737960, -1.886459], [-8.494937, 1.821190, -0.151939], [-7.623407, -0.443770, -0.863719], [-6.293117, 0.568220, -0.293699], [-6.201187, 1.287640, -2.569939], [-5.358977, -1.522590, -2.266449], [-4.576357, -0.347600, -1.358909], [-4.683287, -0.835920, -4.407829], [-3.349757, -0.821620, -3.301129], [-3.151057, 0.835270, -5.657199], [-1.869177, 0.846460, -4.543619], [-2.736047, 2.339070, -4.951409], [4.604153, 2.599800, 2.836541], [3.921113, 1.187480, 3.123761], [4.589263, 0.273890, 2.073761], [4.575853, -1.255800, 2.419341], [4.940213, -1.413080, 3.921411], [4.206333, -0.561990, 4.926601], [4.132423, 0.790560, 4.512021], [3.510673, 1.543730, 5.409571], [2.801563, -1.232270, 5.190191], [5.129753, -0.646710, 6.251611], [2.429833, 1.292550, 2.675981], [4.975933, 2.771010, 1.826311], [5.548943, 2.609150, 3.380041], [4.044603, 3.441140, 3.245381], [4.050063, 0.434710, 1.140211], [5.616583, 0.614420, 1.944351], [5.174203, -1.800890, 1.689311], [3.573063, -1.629320, 2.211971], [6.017613, -1.335620, 4.067431], [4.788713, -2.484480, 4.052711], [2.145143, -1.135040, 4.325461], [2.780953, -2.305790, 5.377881], [2.317423, -0.842070, 6.085421], [5.457133, -1.684790, 6.309271], [6.013333, -0.014890, 6.161181], [4.559193, -0.327320, 7.123711], [2.283283, 0.944130, 1.653621], [2.093223, 2.328700, 2.710331], [1.742763, 0.568910, 3.114601], [4.153273, 1.880730, 6.038131]], "forces_ev_per_a": [[1.05, 1.60, -0.56], [-0.84, 0.20, -0.61], [-1.10, 1.69, -1.64], [-0.29, -1.14, -0.71], [-1.93, 0.94, 0.03], [0.61, -0.83, 1.66], [0.18, 0.83, 0.49], [0.05, 0.00, -0.01], [-0.14, -1.02, 0.48], [0.48, -0.23, 0.17], [0.51, -0.03, -1.57], [-0.39, -0.67, 0.64], [0.56, -0.29, 0.94], [0.09, -0.47, 0.20], [0.99, -0.37, 0.46], [0.36, 0.26, -1.02], [-0.11, -0.47, 0.93], [0.06, -0.51, 1.75], [-4.03, 2.83, -1.36], [2.08, -0.95, 1.19], [-1.82, 0.74, -0.22], [0.60, -1.35, -1.99], [1.77, -0.56, -0.66], [-0.03, 0.56, -0.06], [0.17, -0.29, -0.12], [-0.16, 0.36, -0.35], [-0.30, -1.17, 0.55], [0.30, 0.09, -0.26], [0.25, 0.45, 0.47], [-0.10, -0.12, 0.31], [0.12, 0.60, 1.20], [0.13, 0.71, 0.66], [-0.26, -0.13, 0.02], [0.94, -0.71, -1.08], [-0.55, -0.07, 0.37], [-1.89, -1.33, 2.13], [-1.04, 1.51, -0.79], [0.31, -1.06, -0.20], [0.68, 0.26, 0.07], [2.23, -0.85, -0.79], [0.19, 0.30, -0.16], [-0.21, -0.42, 0.02], [-0.16, -0.27, 0.62], [1.48, 0.10, 0.84], [1.07, 1.18, 0.03], [-1.55, -0.04, -0.49], [0.32, -0.16, 0.44], [-0.54, -0.39, -1.17], [-0.27, 1.24, -0.23], [-0.83, 0.18, 0.27], [0.59, -0.52, -0.70], [0.13, 1.28, 0.95], [-0.70, -1.67, -0.26], [-0.23, 0.03, 1.91], [1.24, 1.32, -0.64], [-0.42, -1.63, 0.77], [0.90, 0.57, -0.66], [0.34, 0.29, 0.25], [0.82, -0.09, -0.09], [-0.66, -0.56, -1.29], [-0.61, -0.15, -0.48], [-0.05, -0.64, 0.33], [-0.26, 0.61, -0.16], [-0.54, -0.16, -0.93], [0.35, 0.50, 0.32], [0.19, 0.19, 0.00], [-0.55, -0.18, 0.06], [0.01, 0.34, -0.07], [1.14, 0.37, -0.11], [0.01, -1.27, 0.11], [-1.17, 0.97, -1.21], [-0.84, 0.08, 0.97], [0.61, 0.80, -0.17], [-0.13, -0.36, 0.45], [0.50, -0.19, -0.21], [0.30, 0.28, -0.98], [0.21, 0.23, 0.14], [0.21, -0.78, -0.48], [0.15, -0.61, 0.01], [0.41, 0.07, -0.19], [-0.31, -0.76, 0.14], [-0.25, 0.58, -0.56], [0.55, -0.23, 0.21], [-1.09, 0.53, 0.96], [-0.10, 0.60, 0.64], [0.51, -0.03, 1.50], [-2.64, 1.02, 0.37], [0.47, 0.69, -0.69], [-1.33, -0.81, -1.69], [-1.01, -0.32, 0.29], [1.66, -1.38, -0.95], [-0.17, -0.44, 0.22], [0.35, -0.30, -0.31], [0.00, 0.17, -0.20], [0.48, 0.01, -0.28], [0.19, -0.01, -0.19], [0.31, -0.08, 0.32], [-0.18, 0.43, 0.07], [0.33, 0.10, 0.67], [1.07, 0.41, 0.74], [-0.10, -0.03, -0.54], [0.35, 0.02, 0.65], [0.25, 1.13, 0.49], [0.34, 0.46, 0.28], [-0.51, -1.15, -0.68], [0.86, -0.19, 0.36], [0.94, 0.78, 0.03], [0.95, -0.36, 0.77], [-0.16, -0.52, 0.13], [0.15, -0.17, 0.00], [-0.09, 0.29, 0.05], [-0.38, -0.37, 0.33], [-0.50, 0.18, -0.58], [0.54, -0.71, -0.03], [-0.15, 0.23, 0.24], [0.11, 0.04, -0.40], [-1.03, 0.20, -0.60], [-0.45, -0.12, -0.07], [-0.72, 0.19, -0.32], [-0.83, -1.05, 0.00], [0.00, 0.73, 1.61], [0.62, -2.08, 0.06], [-0.16, 0.59, -2.19], [0.33, -0.30, -0.39], [0.81, 1.29, 0.61], [-2.02, -0.61, 0.60], [1.42, 0.78, -1.41], [-1.84, -1.00, 0.40], [-0.62, -0.32, 0.44], [0.35, 1.07, 0.44], [0.07, 0.21, -0.21], [-0.18, -0.29, -0.08], [0.99, 1.12, -0.66], [-0.02, 0.15, 0.57], [-0.12, -0.39, 0.17], [-0.63, 0.13, 0.66], [0.13, 0.40, 0.13], [0.21, -0.23, -0.35], [0.46, -0.21, 0.14], [-0.48, 0.32, 0.41], [-0.10, -0.19, -0.89], [1.45, 0.28, -0.11], [0.01, -0.19, 0.17], [0.34, -1.50, 0.41], [3.87, -0.43, -2.07], [-0.68, -1.13, 1.68], [-0.50, 0.43, -1.04], [-0.18, 0.43, 0.07], [-0.45, -0.56, -1.11], [1.66, -0.25, 2.00], [0.39, 1.68, -2.24], [-0.78, -0.80, 0.21], [-0.26, 0.99, 0.34], [-0.65, 0.52, 0.00], [-0.94, 1.28, 0.34], [-0.08, -0.70, -0.32], [-0.64, -0.69, 0.38], [-0.30, 0.14, 0.21], [-0.18, 0.36, 0.63], [0.70, 0.05, -0.65], [-0.49, -0.23, 0.05], [0.36, 0.63, 0.19], [-0.43, 0.86, -0.44], [0.05, -1.06, 0.01], [-0.60, -0.23, 0.05], [0.13, -0.01, 0.60], [-0.30, 0.11, 0.76], [0.47, -0.40, 1.79], [0.39, 1.54, -2.95], [0.68, -1.65, 0.51], [-0.65, 2.11, 0.29], [0.95, -1.41, -2.41], [1.37, -3.00, 1.56], [-1.49, -0.54, -1.28], [-0.57, 1.26, -0.19], [-0.58, 0.69, 0.21], [-1.20, 0.41, -0.88], [-0.73, -0.33, 0.38], [-0.92, -0.31, -0.23], [0.20, -0.06, 0.30], [-0.23, -0.07, -0.35], [0.38, 0.13, 0.08], [0.13, -0.21, -0.04], [0.49, 0.00, 0.50], [-0.27, -0.01, 0.33], [0.15, 0.48, -0.21], [-0.35, 0.07, 0.94], [-0.07, 0.38, 0.03], [1.11, -0.06, -0.11], [-0.08, 0.52, -0.21], [-0.18, 0.14, 0.30], [0.03, 0.00, -0.19], [0.07, -0.29, 0.10], [0.69, 0.40, -0.26], [-0.22, -0.28, 0.41], [-0.11, 0.45, 0.89], [0.43, 0.07, 0.61]], "mulliken_spin": [0.00, 0.00, 0.00, 0.00, 0.00, 0.00, 0.00, 0.00, 0.00, 0.00, 0.00, 0.00, 0.00, 0.00, 0.00, 0.00, 0.00, 0.00, 0.00, 0.00, 0.00, 0.00, 0.00, 0.00, 0.00, 0.00, 0.00, 0.00, 0.00, 0.00, 0.00, 0.00, 0.00, 0.00, 0.00, 0.00, 0.00, 0.00, 0.00, 0.00, 0.00, 0.00, 0.00, 0.00, 0.00, 0.00, 0.00, 0.00, 0.00, 0.00, 0.00, 0.00, 0.00, 0.00, 0.00, 0.00, 0.00, 0.00, 0.00, 0.00, 0.00, 0.00, 0.00, 0.00, 0.00, 0.00, 0.00, 0.00, 0.00, 0.00, 0.00, 0.00, 0.00, 0.00, 0.00, 0.00, 0.00, 0.00, 0.00, 0.00, 0.00, 0.00, 0.00, 0.00, 0.00, 0.00, 0.00, 0.00, 0.00, 0.00, 0.00, 0.00, 0.00, 0.00, 0.00, 0.00, 0.00, 0.00, 0.00, 0.00, 0.00, 0.00, 0.00, 0.00, 0.00, 0.00, 0.00, 0.00, 0.00, 0.00, 0.00, 0.00, 0.00, 0.00, 0.00, 0.00, 0.00, 0.00, 0.00, 0.00, 0.00, 0.00, 0.00, 0.00, -0.01, 0.00, 0.00, 0.00, 0.00, 0.00, 0.00, 0.00, 0.00, 0.00, 0.00, 0.00, 0.00, 0.00, 0.00, 0.00, 0.00, 0.00, 0.00, 0.00, 0.00, 0.00, 0.00, 0.00, 0.00, 0.00, 0.00, 0.00, 0.00, 0.00, 0.00, 0.00, 0.00, 0.00, 0.00, 0.00, 0.00, 0.00, 0.00, 0.00, 0.00, 0.00, 0.00, 0.04, 0.00, 0.01, -0.02, 0.01, 0.00, 0.63, 0.09, 0.09, 0.06, 0.09, 0.00, -0.01, 0.00, 0.00, 0.01, 0.00, 0.00, 0.00, 0.00, -0.01, 0.00, 0.00, 0.00, -0.01, 0.00, 0.01, -0.01, -0.01, 0.02]}